The following is a DFT calculation (ωB97M-V/def2-TZVPD) of a structure of composition C30H53Cl2N4O7P2SeSi2Ti.

Values from the calculation:
* calculated total energy: -7354.2316 hartree
* total charge: -1
* multiplicity: 1
* HOMO: -3.9 eV

XYZ file:
```
102
Properties=species:S:1:pos:R:3:forces:R:3:lowdin_charge:R:1
H 4.9940 5.0433 -1.4424 0.0 0.0 0.0 0.09
C -0.2404 2.5001 3.1603 0.0 0.0 0.0 -0.05
H 1.0573 -1.5601 -1.0593 0.0 0.0 0.0 -0.02
H 4.7879 0.7517 -3.8556 0.0 0.0 0.0 0.08
H -0.1378 1.7705 3.9645 0.0 0.0 0.0 0.09
H -4.3039 -4.0663 2.9093 0.0 0.0 0.0 0.10
C -5.1617 0.1607 -0.1716 0.0 0.0 0.0 -0.07
C 1.9511 5.3659 1.3099 0.0 0.0 0.0 -0.16
H 2.3146 -2.8008 -1.1295 0.0 0.0 0.0 0.04
Cl 1.3877 3.4716 -3.0668 -0.1 0.0 0.0 0.44
C 2.6119 -1.1551 -3.8341 0.0 0.0 0.0 -0.17
H -2.6563 1.1984 1.5142 0.0 0.0 0.0 0.06
H 3.2919 -0.7731 -4.5973 0.0 0.0 0.0 0.02
H -5.0525 0.0172 -2.3085 0.0 0.0 0.0 0.11
H -4.5623 -1.9125 5.0636 0.0 0.0 0.0 0.12
C 5.8086 2.6152 -3.6433 0.0 0.0 0.0 -0.09
Si 3.1567 -0.7321 -2.0942 0.0 0.0 0.0 0.41
C 3.4777 2.8863 2.3949 0.0 0.0 0.0 -0.17
H 2.7272 2.1005 2.3221 0.0 0.0 0.0 0.00
C 4.0894 3.1015 -1.4994 0.0 0.1 0.1 -0.33
C -0.8680 1.8474 1.9388 0.0 0.0 0.0 -0.56
C -1.7409 -4.8437 -1.0055 0.0 0.0 0.0 -0.18
H -1.7640 1.9235 -1.0865 0.0 0.0 0.0 -0.03
C -1.3620 -3.3907 -0.7556 0.0 0.0 0.0 -0.17
H 5.6426 -0.8841 -2.5226 0.0 0.0 0.0 0.02
H 0.9872 4.9127 1.5334 0.0 0.0 0.0 0.00
H -0.7100 -0.1370 -0.5331 0.0 0.0 0.0 -0.08
H -5.3313 -1.8507 3.4892 0.0 0.0 0.0 0.11
H 4.9205 6.0322 0.4873 0.0 0.0 0.0 0.03
C -3.7301 -1.2846 1.0342 -0.1 0.0 0.0 -0.16
H 5.8048 4.5261 0.7881 0.0 0.0 0.0 0.03
H -3.9304 -4.7607 -3.7297 0.0 0.0 0.0 0.07
N 3.1127 3.2825 -0.4989 -0.1 -0.1 0.0 -0.17
C -2.0838 -2.7168 1.5233 -0.1 -0.1 0.0 -0.69
Se -0.7507 -3.6108 2.4344 0.0 0.0 0.1 0.69
C -3.0620 -5.0207 -1.7518 0.0 0.0 0.0 -0.26
H -3.5613 -4.1304 4.4862 0.0 0.0 0.0 0.10
O 0.1924 3.1683 -0.1734 0.0 0.1 0.0 -0.44
Ti 1.6547 2.1627 -1.0516 0.4 0.1 0.0 0.74
H -2.2633 -5.3403 -3.7404 0.0 0.0 0.0 0.07
H 0.7434 2.9059 2.9235 0.0 0.0 0.0 0.06
H 6.5645 4.5933 -3.2735 0.0 0.0 0.0 0.09
P 0.1463 0.4641 1.3334 0.0 0.0 -0.1 0.50
C 4.9962 4.0744 -1.9176 0.0 0.0 0.0 -0.05
O -2.1325 1.3003 2.3241 0.0 0.0 0.0 -0.06
H -5.8475 -4.1005 5.5605 0.0 0.0 0.0 0.07
Cl -0.2364 0.7156 -2.1810 -0.1 -0.1 0.0 0.20
C -3.7256 -1.3750 -1.3853 0.0 0.0 0.0 0.00
H 2.2229 6.0225 2.1421 0.0 0.0 0.0 0.03
C 1.6231 2.5840 -4.7479 0.0 0.0 0.0 -0.44
O -2.1978 2.3700 -0.3293 0.0 0.0 0.0 -0.16
H 5.2579 -0.9376 -0.8031 0.0 0.0 0.0 0.04
H 4.4561 2.4021 2.3310 0.0 0.0 0.0 0.04
O 0.4955 -0.4396 2.5655 -0.1 0.0 0.1 -0.11
H -0.8852 3.3184 3.4767 0.0 0.0 0.0 0.09
N -2.2694 -2.7353 0.1817 0.1 0.0 0.0 -0.02
Si 3.3341 4.1501 1.0167 0.0 0.0 0.0 0.44
H 2.5993 2.1129 -4.5567 0.0 0.0 0.0 -0.10
C 4.9330 -1.2707 -1.7921 0.0 0.0 0.0 -0.17
C 4.8774 1.6602 -3.2768 0.1 0.0 0.0 -0.07
H 3.4011 3.3605 3.3775 0.0 0.0 0.0 0.03
O -1.6618 4.3476 1.2009 0.0 0.0 0.0 -0.26
H 2.5344 -2.2387 -3.9606 0.0 0.0 0.0 0.03
O -0.7915 -0.4132 0.4333 0.1 0.0 0.1 -0.18
C 5.8663 3.8255 -2.9646 0.0 0.0 0.0 -0.10
H -2.6054 -3.6537 -3.3926 0.0 0.0 0.0 0.06
H -1.7738 -5.3470 -0.0368 0.0 0.0 0.0 0.09
C -2.9630 -4.6725 -3.2336 0.0 0.0 0.0 -0.11
H -0.3642 -3.3235 -0.3267 0.0 0.0 0.0 0.08
H 6.4626 2.4298 -4.4861 0.0 0.0 0.0 0.10
C -3.1925 -1.5830 3.4680 0.0 0.0 0.0 -0.15
C 2.1203 -1.7444 -0.9166 0.0 0.0 0.0 -0.18
C -4.4541 -2.2320 4.0226 0.0 0.0 0.0 -0.19
C -5.7094 -4.3721 4.5115 0.0 0.0 0.0 -0.12
C 4.0235 1.8742 -2.1926 -0.1 -0.1 0.0 -0.34
C 4.9415 5.1217 1.0879 0.0 0.0 0.0 -0.19
H -3.3922 -6.0574 -1.6507 0.0 0.0 0.0 0.10
C -4.4358 -3.7542 3.9493 0.0 0.0 0.0 -0.27
H -2.3068 -1.9523 3.9837 0.0 0.0 0.0 0.08
C -4.6841 -0.3739 -1.3699 0.0 0.0 0.0 -0.07
O 1.3846 0.9282 0.6184 0.0 0.0 -0.1 -0.35
H 1.6334 -0.7057 -4.0178 0.0 0.0 0.0 0.00
P -1.1255 3.1190 0.6052 -0.1 0.0 0.0 0.35
H -5.6859 -5.4607 4.4496 0.0 0.0 0.0 0.07
H -3.2136 -0.4978 3.5721 0.0 0.0 0.0 0.12
C -3.2569 -1.8210 -0.1594 0.0 0.0 0.0 -0.16
C -4.6965 -0.2897 1.0549 0.0 0.0 0.0 -0.01
H -3.8353 -4.4110 -1.2736 0.0 0.0 0.0 0.10
H 0.1519 -1.3638 2.5586 0.0 -0.1 -0.1 -0.03
H -3.3413 -1.7635 -2.3179 0.0 0.0 0.0 0.10
H 2.3700 -1.5573 0.1282 0.0 0.0 0.0 0.04
H -0.9308 -5.3105 -1.5742 0.0 0.0 0.0 0.12
N -3.0067 -1.8799 2.0548 0.1 0.0 0.0 -0.01
H -5.8932 0.9567 -0.2003 0.0 0.0 0.0 0.11
H 5.0852 5.4209 2.1310 0.0 0.0 0.0 0.03
H 1.8128 5.9873 0.4219 0.0 0.0 0.0 0.04
H -1.3666 -2.8000 -1.6735 0.0 0.0 0.0 0.12
H 0.8790 1.7827 -4.6332 0.0 0.0 0.0 -0.12
N 3.0132 0.9868 -1.7781 0.1 0.0 0.0 -0.18
H -5.0451 0.1436 1.9829 0.0 0.0 0.0 0.12
H 4.9867 -2.3629 -1.8102 0.0 0.0 0.0 0.03
H -6.5879 -4.0255 3.9624 0.0 0.0 0.0 0.07
```
Forces are in eV/Å.

=====

The following is a DFT calculation (ωB97M-V/def2-TZVPD) of a cluster of 7 separate species, C30H53ClF12N3O24P2 in total in a non-equilibrium geometry.

Values from the calculation:
* calculated total energy: -5486.0941 hartree
* total charge: +1
* multiplicity: 1
* HOMO: -12.2 eV

XYZ file:
```
125
Properties=species:S:1:pos:R:3:forces:R:3:lowdin_charge:R:1
O 1.2865 3.3409 2.1075 -0.1 0.0 -0.1 0.13
C 1.8234 -3.5385 4.8475 0.1 0.1 0.1 -0.62
C 0.5257 -1.8453 -1.9044 1.2 -0.7 1.1 -0.26
C -1.2062 1.7507 -8.6000 -0.3 -0.1 0.0 -0.04
O 1.9809 -5.0620 -3.1518 -0.6 1.3 0.9 0.10
H 3.6609 6.7088 1.5883 0.0 -0.1 0.0 0.10
H -0.4951 -0.1420 0.6148 0.2 0.0 0.2 0.11
P -2.5095 -5.0209 -0.1638 -0.6 1.0 2.0 0.50
H 8.0296 4.2190 0.4951 -0.1 0.0 0.1 0.10
N 0.7092 -3.3065 -2.1678 -0.3 -1.6 -1.0 -0.01
C -2.1713 4.2741 7.3603 -0.1 -0.2 -0.1 -0.04
H 9.1202 5.5706 0.1534 -0.1 0.1 -0.1 0.09
H 0.4156 8.4167 9.8516 -0.2 -0.1 0.0 0.09
H 1.4166 3.6799 -1.5878 0.0 0.2 0.1 0.10
H 0.9480 6.5701 3.9153 0.0 0.0 -0.2 0.10
H 0.1803 4.9784 3.8983 0.1 -0.1 0.0 0.10
C -0.8830 -4.1634 -0.6014 0.4 -1.3 -0.8 -0.28
F -2.3273 0.5872 -5.6909 -0.7 -0.5 0.0 0.19
O -0.2016 1.2476 -9.4812 0.0 -0.1 0.0 0.01
H -2.4628 -7.1417 0.1221 0.2 -0.2 0.5 0.10
H -7.7417 -5.1216 6.5371 0.1 0.0 0.0 0.10
H -4.5729 -5.1454 2.4866 -0.1 -0.1 0.1 0.08
H -2.9971 -5.1705 -2.3020 -0.3 -0.3 0.0 0.08
H -0.4411 -3.5111 2.5451 0.1 0.2 0.1 0.07
H -2.9181 -2.7650 -1.6664 0.3 0.1 0.4 0.05
O -3.4458 -5.3011 -1.4523 1.4 -0.3 0.1 -0.09
H -0.7811 2.0563 -7.6511 0.2 0.2 -0.6 0.06
O -0.7283 6.9250 9.0733 0.0 -0.1 0.0 0.01
C 0.1329 -4.0089 3.3240 -0.2 -0.2 -0.2 -0.04
F -2.3880 0.7045 -3.2819 -0.2 -0.8 0.3 0.17
H 4.1963 -1.2831 -2.1148 -0.1 0.1 -0.2 0.07
F 2.5034 -6.9374 -4.0321 0.6 -1.0 0.5 0.24
O 0.7809 3.2848 -9.4314 0.0 -0.1 0.0 0.13
H -1.4418 3.4836 7.5318 0.1 0.1 -0.1 0.10
H -1.9305 -0.0670 -0.9652 0.5 -0.2 -0.4 0.12
H 1.2340 -3.7166 -1.3732 0.2 0.6 0.1 0.13
O 1.0418 -3.0551 3.8703 0.0 0.1 -0.1 -0.01
C -1.2137 1.1720 -5.2837 -1.4 0.9 -0.6 -0.55
F -0.2279 0.5398 -5.8635 1.2 -0.3 0.2 0.21
O 0.0933 5.6488 7.3966 -0.1 0.0 0.0 0.11
H -4.0847 -0.1417 -1.4381 -0.3 -0.2 0.1 0.08
F 1.0519 1.2033 -3.5702 0.5 -0.4 -0.5 0.16
H 4.1875 -3.7130 5.9855 -0.1 -0.1 0.0 0.10
H -2.3565 -1.3154 0.1502 0.7 0.1 0.0 0.15
C -1.2255 1.1772 -3.7079 0.2 0.6 -0.1 -0.34
C 5.9483 5.8189 0.6499 0.0 0.1 -0.1 -0.62
O 1.2639 4.5975 0.2221 -0.2 0.0 0.1 -0.02
H 4.0982 -2.0431 6.5647 -0.1 0.1 -0.2 0.10
O 1.6029 1.5527 -10.6315 -0.1 0.0 0.1 0.00
C 1.8339 -5.8470 -4.2385 0.2 -1.1 -0.3 -0.78
H -1.7534 2.5687 -9.0668 0.1 0.1 0.1 0.11
O -7.2413 -3.8864 4.9400 0.0 0.0 -0.1 0.00
C 1.4625 -3.7464 -3.3668 0.7 -0.2 -2.2 -0.09
O 1.8069 -4.6644 5.2659 0.0 0.0 -0.1 0.14
O -0.6398 -2.9523 0.1036 0.3 -1.0 -1.6 -0.07
H -5.6955 -4.8467 1.1583 -0.1 0.2 0.1 0.08
F 0.0436 1.0213 -1.7467 -0.5 -0.9 0.7 0.12
H -0.4554 -5.0972 -2.4715 0.4 0.3 0.0 0.14
H 3.2999 1.8085 -11.7256 -0.2 -0.2 0.0 0.09
H 0.5474 2.7444 -0.3658 0.1 0.0 0.2 0.08
C 0.4993 7.6559 9.0801 0.2 0.2 0.1 -0.04
H 3.0913 7.1478 -0.0248 0.2 0.0 -0.1 0.11
H -2.1170 4.6270 6.3309 0.1 0.0 0.0 0.09
H 3.3635 5.4490 0.3568 0.2 0.0 0.1 0.08
C 1.2237 4.4048 1.5488 -0.1 0.1 0.1 -0.63
H 0.6613 8.1447 8.1204 0.0 -0.1 0.0 0.10
C 3.5132 -2.9244 6.3162 0.2 0.0 0.3 -0.03
F 0.5596 -6.1857 -4.4469 -0.8 0.2 0.0 0.18
H 0.6766 -4.8408 2.8732 0.0 -0.1 0.2 0.10
O -3.1632 -4.1382 0.7801 -0.4 1.1 0.1 -0.23
C 1.3964 3.4003 -0.5365 0.1 -0.1 -0.2 -0.05
H -4.7300 -1.7547 -0.8497 0.3 0.4 0.2 0.09
H 2.2765 3.2489 -11.6298 0.0 0.0 0.1 0.10
C -1.8873 -1.1550 -0.8434 -1.3 -0.9 0.5 -0.15
H 1.9623 5.1234 3.9720 -0.1 -0.1 -0.1 0.10
C 0.7334 2.1443 -9.8107 0.0 0.0 -0.1 -0.62
C 3.7206 6.4573 0.5305 -0.2 0.2 0.1 -0.03
H 3.2600 2.7429 -10.2229 -0.1 0.1 0.0 0.10
H -5.9533 -6.2502 2.2056 0.0 0.0 0.1 0.10
H -8.0141 -3.3867 6.7550 0.0 0.1 -0.2 0.09
H -0.5576 -4.3708 4.0839 0.1 -0.1 0.0 0.11
H 2.3297 2.8917 -0.2913 -0.1 -0.1 0.1 0.10
H 8.3218 5.4810 1.7301 -0.1 -0.1 0.0 0.10
F -1.2079 2.4586 -3.3300 0.3 0.5 0.2 0.17
C -7.3351 -4.1299 6.3450 -0.1 0.0 0.3 -0.04
H 0.7696 -3.7860 -4.2168 -0.1 0.3 0.3 0.16
O 7.1473 6.0636 0.1162 -0.1 0.0 0.0 0.00
O 3.2963 -1.4099 -2.4593 -0.6 -1.1 0.4 -0.34
F 1.2090 -1.1032 -4.0620 0.8 -0.4 0.4 0.11
C 0.2119 -1.0019 -3.1480 0.0 0.0 -1.3 -0.39
P 2.2251 -1.1448 -1.2256 0.8 2.5 0.8 0.76
H -1.3670 -3.6145 -2.7382 0.4 0.5 0.2 0.13
O 5.7116 5.0195 1.5198 0.0 0.0 -0.1 0.12
O -1.9715 5.3517 8.2736 0.0 0.0 0.0 0.01
N 0.1518 -0.8624 0.3221 0.2 -0.4 -0.6 0.05
H 2.9604 -3.2403 7.1993 0.0 -0.1 -0.1 0.10
O 2.6159 -2.5533 5.2651 -0.1 0.0 -0.1 0.00
O 1.1022 5.5923 2.1329 0.0 0.0 -0.1 0.00
Cl 2.8467 -2.4918 0.2653 -0.6 -0.4 -0.8 0.33
H 2.3005 -3.1175 -3.6752 -0.3 0.3 0.8 0.14
O -2.1846 -6.3747 0.6545 0.0 0.0 -2.3 -0.09
F -0.8290 -1.4963 -3.8507 -0.8 -0.2 0.4 0.14
C -6.4348 -4.7273 4.2902 -0.1 0.1 0.0 -0.62
C -4.1625 -1.2148 -1.6184 0.2 -0.6 -1.0 -0.07
F 2.2790 -5.2979 -5.3492 0.1 0.8 -0.5 0.22
C -0.7808 5.9464 8.1706 -0.1 0.1 0.1 -0.62
H -1.9064 0.9404 -8.4051 0.1 -0.1 -0.2 0.10
N -2.7916 -1.7695 -1.8086 -0.2 0.3 -0.3 -0.10
H -6.3619 -4.0178 6.8208 0.0 -0.1 0.0 0.10
H -0.1275 -4.8854 -0.2309 -0.2 0.2 0.1 0.14
H -4.6861 -1.3948 -2.5657 -0.1 0.3 0.2 0.09
H 0.4842 -1.3955 1.1192 -0.1 0.1 0.0 0.08
F -1.2778 2.4356 -5.7547 0.5 -0.4 0.9 0.16
C -5.6117 -5.2147 2.1769 0.0 -0.2 -0.1 -0.06
O -5.8111 -5.6318 4.7813 0.0 0.1 0.0 0.13
H 1.3354 7.0011 9.3210 0.0 0.0 -0.1 0.10
C 8.2067 5.2802 0.6659 0.3 -0.1 0.1 -0.04
C 2.6668 2.4006 -11.0698 0.3 0.1 -0.2 -0.04
C -0.4662 -1.7515 -0.6641 -1.2 2.0 1.9 -0.44
C -0.5892 -4.0683 -2.1162 -0.6 -0.5 1.1 -0.06
O 5.0593 6.6115 0.0518 0.1 0.0 0.0 0.01
C 0.0268 0.5521 -2.9985 -0.2 1.3 -0.2 -0.34
O -6.4394 -4.3904 2.9977 -0.1 0.0 0.0 0.01
C 1.0463 5.5467 3.5638 0.0 0.1 0.4 -0.02
H -3.1672 3.8786 7.5433 0.0 0.2 0.1 0.09
```
Forces are in eV/Å.